(i)
The following is a quantum chemistry calculation of a 19-piece molecular cluster, H38O19 overall, from OMol25.

The HOMO energy comes out at -9.42 eV. The calculation puts the LUMO energy at -0.70 eV.

Bonds (Å) are listed after each position.
Element x y z (Å)
1 O -1.47 3.31 -0.87  H2 0.957, H3 0.957
2 H -1.87 3.48 -1.73  O1 0.957
3 H -1.95 3.88 -0.27  O1 0.957
4 O -3.87 1.32 0.17  H5 0.957, H6 0.957
5 H -3.50 1.95 0.78  O4 0.957
6 H -4.39 0.73 0.72  O4 0.957
7 O 0.25 -4.45 3.60  H8 0.957, H9 0.957
8 H 0.04 -5.37 3.44  O7 0.957
9 H -0.24 -3.98 2.92  O7 0.957
10 O -0.07 2.84 -4.64  H11 0.957, H12 0.957
11 H -0.11 3.17 -5.54  O10 0.957
12 H 0.19 3.60 -4.12  O10 0.957
13 O 0.44 0.09 -0.09  H14 0.957, H15 0.957
14 H -0.29 0.13 0.52  O13 0.957
15 H 0.12 0.56 -0.87  O13 0.957
16 O -0.81 2.26 4.60  H17 0.957, H18 0.957
17 H -0.77 2.17 5.56  O16 0.957
18 H -1.24 3.11 4.47  O16 0.957
19 O 4.65 1.45 -1.93  H20 0.957, H21 0.957
20 H 4.39 2.36 -1.80  O19 0.957
21 H 4.53 1.04 -1.07  O19 0.957
22 O -3.44 -2.46 0.92  H23 0.957, H24 0.957
23 H -2.99 -1.80 1.44  O22 0.957
24 H -3.99 -1.96 0.31  O22 0.957
25 O 3.56 4.98 -2.07  H26 0.957, H27 0.957
26 H 3.92 5.15 -2.95  O25 0.957
27 H 2.71 4.58 -2.24  O25 0.957
28 O -0.99 -0.50 2.88  H29 0.957, H30 0.957
29 H -0.99 0.18 3.55  O28 0.957
30 H -1.45 -1.24 3.29  O28 0.957
31 O 1.52 -2.06 2.39  H32 0.957, H33 0.957
32 H 0.72 -1.77 1.96  O31 0.957
33 H 1.25 -2.83 2.89  O31 0.957
34 O 2.99 -1.48 -1.31  H35 0.957, H36 0.957
35 H 2.04 -1.39 -1.40  O34 0.957
36 H 3.17 -1.19 -0.42  O34 0.957
37 O 1.27 2.60 -1.45  H38 0.957, H39 0.957
38 H 0.33 2.65 -1.27  O37 0.957
39 H 1.65 2.25 -0.65  O37 0.957
40 O 3.92 -1.37 1.70  H41 0.957, H42 0.957
41 H 4.52 -1.85 2.27  O40 0.957
42 H 3.06 -1.50 2.09  O40 0.957
43 O -2.47 -2.34 4.24  H44 0.957, H45 0.957
44 H -2.58 -3.13 3.71  O43 0.957
45 H -3.20 -2.36 4.86  O43 0.957
46 O -4.79 -1.19 -1.27  H47 0.957, H48 0.957
47 H -5.01 -0.98 -0.36  O46 0.957
48 H -4.84 -0.36 -1.73  O46 0.957
49 O 2.91 -0.68 -5.31  H50 0.957, H51 0.957
50 H 2.28 -0.12 -4.86  O49 0.957
51 H 2.67 -1.57 -5.03  O49 0.957
52 O 1.54 0.91 -3.54  H53 0.957, H54 0.957
53 H 0.87 1.55 -3.76  O52 0.957
54 H 1.91 1.23 -2.72  O52 0.957
55 O -1.78 -4.77 0.18  H56 0.957, H57 0.957
56 H -2.71 -4.93 0.04  O55 0.957
57 H -1.61 -3.92 -0.23  O55 0.957

=====

(ii)
The following is a quantum chemistry calculation of a 19-piece molecular cluster, H38O19 overall, from OMol25.

The HOMO energy comes out at -10.41 eV. The calculation puts the LUMO energy at -0.42 eV.

Bonds (Å) are listed after each position.
Element x y z (Å)
1 O 3.71 -2.56 -1.53  H2 0.957, H3 0.957
2 H 3.47 -3.45 -1.28  O1 0.957
3 H 3.20 -2.40 -2.33  O1 0.957
4 O -1.49 2.96 -3.04  H5 0.957, H6 0.957
5 H -0.94 2.41 -2.49  O4 0.957
6 H -1.58 2.48 -3.86  O4 0.957
7 O 3.93 0.07 -3.43  H8 0.957, H9 0.957
8 H 4.73 -0.45 -3.31  O7 0.957
9 H 4.24 0.92 -3.75  O7 0.957
10 O -0.88 -0.33 4.41  H11 0.957, H12 0.957
11 H -1.04 -1.22 4.10  O10 0.957
12 H -0.67 0.17 3.61  O10 0.957
13 O 4.00 2.76 3.80  H14 0.957, H15 0.957
14 H 3.89 2.80 2.85  O13 0.957
15 H 4.51 1.96 3.95  O13 0.957
16 O -0.58 1.47 2.09  H17 0.957, H18 0.957
17 H -0.46 2.37 2.40  O16 0.957
18 H -1.47 1.46 1.74  O16 0.957
19 O 0.46 -0.07 -0.12  H20 0.957, H21 0.957
20 H 0.06 0.26 0.68  O19 0.957
21 H 1.40 -0.05 0.05  O19 0.957
22 O -1.77 -2.20 -1.34  H23 0.957, H24 0.957
23 H -0.96 -1.72 -1.17  O22 0.957
24 H -2.45 -1.52 -1.39  O22 0.957
25 O -1.86 -4.98 -0.40  H26 0.957, H27 0.957
26 H -2.73 -5.13 -0.04  O25 0.957
27 H -1.97 -4.22 -0.98  O25 0.957
28 O 4.37 1.73 1.25  H29 0.957, H30 0.957
29 H 4.55 1.24 0.44  O28 0.957
30 H 5.24 1.93 1.61  O28 0.957
31 O -0.66 0.33 -2.65  H32 0.957, H33 0.957
32 H 0.11 0.19 -3.20  O31 0.957
33 H -0.32 0.30 -1.76  O31 0.957
34 O -2.98 0.34 -1.30  H35 0.957, H36 0.957
35 H -2.26 0.50 -1.92  O34 0.957
36 H -2.81 0.94 -0.57  O34 0.957
37 O -2.46 -2.82 3.37  H38 0.957, H39 0.957
38 H -3.34 -3.09 3.64  O37 0.957
39 H -2.33 -3.25 2.52  O37 0.957
40 O -0.96 4.10 2.51  H41 0.957, H42 0.957
41 H -1.07 3.93 3.44  O40 0.957
42 H -0.42 4.89 2.46  O40 0.957
43 O 1.20 -1.03 6.16  H44 0.957, H45 0.957
44 H 0.82 -0.61 5.39  O43 0.957
45 H 0.73 -1.86 6.23  O43 0.957
46 O -2.42 -1.57 -4.55  H47 0.957, H48 0.957
47 H -1.73 -1.44 -3.91  O46 0.957
48 H -1.96 -1.64 -5.39  O46 0.957
49 O -1.72 -4.27 -3.50  H50 0.957, H51 0.957
50 H -2.51 -4.00 -3.97  O49 0.957
51 H -1.64 -3.63 -2.79  O49 0.957
52 O -2.85 2.16 0.97  H53 0.957, H54 0.957
53 H -3.60 2.34 1.54  O52 0.957
54 H -2.49 3.03 0.77  O52 0.957
55 O 2.57 3.19 -2.23  H56 0.957, H57 0.957
56 H 1.78 2.69 -2.42  O55 0.957
57 H 2.42 3.57 -1.36  O55 0.957

=====

(ii) comes first in stability; the runner-up is 0.0322 hartree higher.